Record 1
The following is a DFT calculation (the ωB97M-V functional and the def2-TZVPD basis) of a molecular structure, C2H5BrS.

Last column: natural (NBO) charge in e.
Positions of all 9 atoms, in Å:
C 0.606105 -1.378444 0.197949  -0.735
C -0.426122 1.310672 -0.233818  -0.637
S 0.408682 -0.063523 -1.041001  0.206
Br -1.999346 0.706994 0.717292  0.023
H -0.193761 -2.096762 0.091824  0.226
H 0.450204 -0.824505 1.113890  0.226
H 1.591042 -1.747455 0.077562  0.231
H -0.657125 2.201755 -1.301078  0.253
H 0.220320 1.891269 0.377379  0.207

Forces on atoms 1 to 2 (eV/Å):
-1.3526 1.6773 0.0022
-0.5946 1.6344 -3.8803

The electronic energy is -83031.3837 eV. The net charge is 0. For the energy above the lowest of the compared OMol25 structures with the same formula, charge and spin, the calculation gives 99.1 kJ/mol. As for the HOMO energy: -8.84 eV.

=====

Record 2
The following is a DFT calculation (the ωB97M-V functional and the def2-TZVPD basis) of C16H25NO in the gas phase.

Last column: natural (NBO) charge in e.
Positions of all 43 atoms, in Å:
C -2.863986 -2.929249 0.257595  -0.251
O -2.547948 -1.598962 0.578726  -0.516
C -3.357291 -0.601172 0.115724  0.372
C -4.466408 -0.805687 -0.694512  -0.323
C -5.227349 0.271229 -1.120927  -0.197
C -4.891916 1.555667 -0.742786  -0.240
C -3.787650 1.758846 0.069646  -0.186
C -3.012540 0.701405 0.511108  -0.077
C -1.804940 0.928613 1.371291  -0.422
C -0.518803 0.879521 0.537000  -0.210
N 0.624892 1.079359 1.406544  -0.626
C 1.949560 0.893109 0.833792  -0.033
C 2.267344 1.768739 -0.388952  -0.420
C 3.720045 1.568401 -0.808001  -0.392
C 3.992100 0.099850 -1.120887  -0.394
C 3.658447 -0.790269 0.077528  -0.211
C 3.920461 -2.258739 -0.245710  -0.596
C 2.199899 -0.574964 0.482735  -0.410
H -3.851443 -3.213880 0.636084  0.176
H -2.825839 -3.105126 -0.822920  0.175
H -2.103766 -3.537447 0.745956  0.200
H -4.748990 -1.800102 -1.003063  0.216
H -6.086326 0.094832 -1.751458  0.212
H -5.483992 2.395171 -1.074296  0.212
H -3.523021 2.762059 0.372098  0.207
H -1.878252 1.901556 1.861752  0.200
H -1.740439 0.154777 2.136302  0.229
H -0.590378 1.628793 -0.270908  0.161
H -0.438744 -0.108061 0.082250  0.198
H 0.566312 2.005773 1.818921  0.350
H 2.649418 1.166828 1.635298  0.187
H 1.610162 1.492494 -1.216210  0.196
H 2.087291 2.820459 -0.149095  0.203
H 3.941826 2.180988 -1.685066  0.206
H 4.377843 1.894757 0.001578  0.192
H 3.382499 -0.206968 -1.974394  0.193
H 5.041078 -0.029847 -1.396947  0.205
H 4.300610 -0.498283 0.916559  0.191
H 3.297314 -2.582178 -1.077060  0.200
H 4.962293 -2.411166 -0.519508  0.206
H 3.695707 -2.884924 0.614629  0.207
H 1.947984 -1.192244 1.346124  0.217
H 1.556936 -0.873969 -0.346533  0.193

Forces on atoms 1 to 2 (eV/Å):
-0.0485 -0.2610 -0.0664
0.0214 0.4048 0.0620

The electronic energy is -20535.5117 eV. The net charge is 0. For the energy above the lowest of the compared OMol25 structures with the same formula, charge and spin, the calculation gives 100.5 kJ/mol. As for the HOMO energy: -8.37 eV. Its structure (SMILES) is COc1ccccc1CCN[C@@H]1CCC[C@H](C)C1.

=====

Record 3
The following is a DFT calculation (the ωB97M-V functional and the def2-TZVPD basis) of a molecular structure, C31H26BrN7ORu.

Last column: natural (NBO) charge in e.
Positions of all 67 atoms, in Å:
Ru -0.104428 -0.202238 0.313392  1.030
Br 6.067619 3.788022 -0.420916  0.151
C 4.630326 2.583505 -0.459576  -0.113
C 4.850470 1.247004 -0.797440  -0.142
C 3.803105 0.346584 -0.832081  -0.260
C 2.514999 0.767804 -0.525331  0.402
O 1.527800 -0.161881 -0.613959  -0.606
C 2.282762 2.111127 -0.175336  -0.222
C 0.971339 2.613554 0.121476  0.241
N -0.062190 1.871435 0.329243  -0.442
C -1.364917 2.434699 0.459461  0.081
C -1.696116 3.710701 0.836127  -0.158
C -3.046514 4.118085 0.828963  -0.174
C -4.040811 3.267394 0.430147  -0.143
C -3.726048 1.943475 0.045153  -0.107
C -4.675626 1.001150 -0.404666  -0.021
C -4.267665 -0.255362 -0.778091  -0.267
C -2.920123 -0.595333 -0.660184  0.135
N -2.002615 0.256608 -0.216847  -0.427
C -2.384210 1.537873 0.097170  0.231
C 3.357122 3.013911 -0.163439  -0.146
H 5.851353 0.917017 -1.040674  0.255
H 3.970190 -0.683876 -1.115064  0.242
H 0.849135 3.694408 0.127552  0.212
H -0.936604 4.417127 1.144547  0.238
H -3.287483 5.127520 1.131386  0.252
H -5.072293 3.592915 0.404489  0.248
H -5.720042 1.281990 -0.462040  0.253
H -4.964288 -0.994532 -1.145326  0.264
H -2.573875 -1.582282 -0.937939  0.217
H 3.179902 4.052038 0.087390  0.241
N -0.665966 -0.465816 10.127654  -0.176
C -0.613571 -0.436389 8.980558  0.216
C -0.547516 -0.398031 7.548284  -0.047
C -0.401063 -1.596089 6.836464  -0.166
C -0.327024 -1.557905 5.465805  -0.133
C -0.417916 -0.322500 4.787677  -0.124
C -0.575923 0.874419 5.520219  -0.118
C -0.630945 0.836722 6.892050  -0.181
C -0.342522 -0.283720 3.394271  0.198
C -0.301755 -0.254685 2.155931  -0.221
H -0.341822 -2.533101 7.371786  0.257
H -0.206923 -2.469796 4.897058  0.231
H -0.645454 1.814436 4.990924  0.233
H -0.742463 1.743091 7.470025  0.258
C 1.317754 -2.749377 0.973853  -0.080
N 0.029783 -2.343434 0.267565  -0.461
C 0.143662 -2.856319 -1.153423  -0.076
N 0.365335 -4.274917 -1.197931  -0.441
C 1.613753 -4.584543 -0.494671  -0.081
N 1.542684 -4.166435 0.908788  -0.442
C 0.425015 -4.860019 1.552001  -0.079
N -0.839851 -4.547823 0.881342  -0.445
C -1.071788 -3.130566 0.939113  -0.063
C -0.738118 -4.961537 -0.522926  -0.082
H 1.231394 -2.430418 2.013539  0.212
H 2.134908 -2.214800 0.492199  0.221
H 0.965914 -2.323318 -1.629390  0.229
H -0.788769 -2.611773 -1.668898  0.195
H 2.442047 -4.071189 -0.985045  0.209
H 1.793434 -5.657420 -0.538385  0.226
H 0.365517 -4.556574 2.598731  0.201
H 0.595451 -5.934682 1.510167  0.226
H -1.128248 -2.793064 1.973748  0.215
H -2.015327 -2.903276 0.437216  0.195
H -1.674657 -4.737017 -1.036476  0.204
H -0.569047 -6.036215 -0.565622  0.227

Forces on atoms 1 to 2 (eV/Å):
-0.2893 0.1931 0.0320
0.0070 0.0074 0.0002

The electronic energy is -117654.9575 eV. The net charge is +2. For the energy above the lowest of the compared OMol25 structures with the same formula, charge and spin, the calculation gives 8.0 kJ/mol. As for the HOMO energy (spin up / spin down): -13.81 / -13.82 eV.

=====

Record 4
The following is a DFT calculation (the ωB97M-V functional and the def2-TZVPD basis) of C7H13N3O in the gas phase.

Last column: natural (NBO) charge in e.
Positions of all 24 atoms, in Å:
C 0.713764 -0.258619 -1.348367  -0.632
C 1.104186 0.171750 0.069267  0.111
C 1.666469 1.594738 0.055057  -0.625
C 2.138507 -0.794636 0.648100  -0.611
N -0.029148 0.131852 1.013424  -0.460
N -1.044229 1.064284 0.770656  -0.461
C -2.172711 1.005442 0.019930  0.644
O -2.824129 2.017637 -0.168794  -0.616
C -2.622581 -0.301447 -0.514006  -0.540
C -2.373439 -1.484289 -0.034662  0.467
N -1.990123 -2.595818 0.260483  -0.636
H 1.587836 -0.240249 -1.993530  0.214
H 0.303772 -1.266324 -1.343437  0.211
H -0.031311 0.416720 -1.761935  0.214
H 1.816419 1.939430 1.075199  0.215
H 0.989773 2.275485 -0.455574  0.215
H 2.620358 1.616075 -0.465001  0.216
H 2.303079 -0.570232 1.697565  0.221
H 1.791675 -1.820443 0.561460  0.207
H 3.076685 -0.700542 0.111028  0.213
H -0.420095 -0.805762 1.030143  0.363
H -0.829333 1.991407 1.117894  0.397
H -3.350949 -0.210575 -1.305908  0.277
H -2.424484 -3.175885 0.961015  0.397

Forces on atoms 1 to 2 (eV/Å):
0.0310 0.1471 0.2935
0.2034 0.0429 -0.2287

The electronic energy is -13986.1484 eV. The net charge is 0. For the energy above the lowest of the compared OMol25 structures with the same formula, charge and spin, the calculation gives 213.7 kJ/mol. As for the HOMO energy: -8.86 eV. Its structure (SMILES) is CC(C)(C)NNC(=O)C=C=N.

=====

Record 5
The following is a DFT calculation (the ωB97M-V functional and the def2-TZVPD basis) of C3H3ClN2OS in the gas phase.

Last column: natural (NBO) charge in e.
Positions of all 11 atoms, in Å:
C 0.771282 -0.926169 -0.081982  0.597
C -1.227031 0.534797 0.350636  0.295
C 1.616350 0.192040 -0.637033  -0.137
N -2.388585 0.557265 0.815308  -0.697
N -0.509097 -0.712559 0.185787  -0.617
O 1.260983 -2.037855 -0.166040  -0.568
S -0.323979 1.887778 -0.363157  -0.034
Cl 2.892809 0.740215 0.305868  0.129
H 1.823769 0.068226 -1.629348  0.216
H -3.005989 1.328043 0.916507  0.387
H -0.910508 -1.631782 0.303451  0.431

Forces on atoms 1 to 2 (eV/Å):
1.1375 0.0640 -1.6122
0.2117 0.3898 -0.9216

The electronic energy is -31542.8382 eV. The net charge is 0. For the energy above the lowest of the compared OMol25 structures with the same formula, charge and spin, the calculation gives 163.6 kJ/mol. As for the HOMO energy: -9.43 eV.

=====

Record 6
The following is a DFT calculation (the ωB97M-V functional and the def2-TZVPD basis) of C8H10N2O2 in the gas phase.

Last column: natural (NBO) charge in e.
Positions of all 22 atoms, in Å:
C 1.435397 0.352832 -2.108609  -0.080
C 1.043793 0.033343 -1.021435  0.141
C -0.553300 -0.273969 2.192612  0.713
C 1.374387 0.899871 1.660217  0.883
C -0.645469 -0.487056 0.701678  0.027
C 1.895836 0.432445 -3.471862  -0.679
C -1.692732 0.683324 0.419449  -0.636
C -1.268458 -1.846633 0.456534  -0.606
N 0.382385 0.704477 2.503295  -0.666
N 0.720470 -0.311137 0.194227  -0.554
O -1.379572 -0.639801 3.005541  -0.552
O 2.363651 1.503757 1.457992  -0.469
H 1.026707 0.318824 -4.252964  0.233
H 2.424242 1.375728 -3.737500  0.233
H 2.633579 -0.422634 -3.754392  0.222
H -2.617309 0.424079 1.014965  0.238
H -1.763287 0.871178 -0.667375  0.240
H -1.354372 1.723507 0.814445  0.213
H -1.409288 -1.878284 -0.636763  0.221
H -2.216819 -1.902363 1.034423  0.231
H -0.734853 -2.622387 0.828874  0.221
H 0.335013 1.060899 3.366646  0.426

Forces on atoms 1 to 2 (eV/Å):
0.0416 -0.0111 -0.7718
-0.1926 0.3867 -0.0469

The electronic energy is -15529.7473 eV. The net charge is 0. For the energy above the lowest of the compared OMol25 structures with the same formula, charge and spin, the calculation gives 411.2 kJ/mol. As for the HOMO energy: -7.92 eV.

=====

Record 7
The following is a DFT calculation (the ωB97M-V functional and the def2-TZVPD basis) of 2 unconnected molecules or ions with the total composition C3H8O2S.

Last column: natural (NBO) charge in e.
Positions of all 14 atoms, in Å:
O -1.192649 -3.622712 -0.662680  -0.575
C -0.824611 -2.491535 -0.796453  0.641
O -1.121032 -1.726662 -1.854077  -0.681
H -0.199962 -1.985013 -0.054951  0.120
H -1.408751 -2.344574 -2.546055  0.496
C -0.165512 0.666091 1.063918  -0.741
S 1.378981 1.604815 0.884718  0.165
C 0.749041 3.270621 0.556176  -0.742
H 0.111772 -0.159431 1.717399  0.227
H -0.887857 1.272154 1.614870  0.218
H -0.532284 0.379489 0.078617  0.215
H 0.932358 3.582747 -0.478269  0.217
H 1.255298 3.976399 1.208165  0.224
H -0.317870 3.285318 0.740307  0.218

Forces on atoms 1 to 2 (eV/Å):
0.0780 -0.0982 -0.1268
-0.0792 -0.4376 0.3670

The electronic energy is -18170.6593 eV. The net charge is 0. For the energy above the lowest of the compared OMol25 structures with the same formula, charge and spin, the calculation gives 56.5 kJ/mol. As for the HOMO energy: -8.58 eV. Its structure (SMILES) is O=CO.CSC.

=====

Record 8
The following is a DFT calculation (the ωB97M-V functional and the def2-TZVPD basis) of C27H36N6O3S in the gas phase.

Last column: natural (NBO) charge in e.
Positions of all 73 atoms, in Å:
C -7.010808 -0.958522 -1.124665  -0.636
C -5.949392 0.044981 -0.790120  -0.194
C -6.259934 1.342291 -0.427404  0.113
N -5.356041 2.258724 -0.127879  -0.527
C -4.076210 1.885208 -0.222534  0.579
N -3.181992 2.856453 0.067730  -0.594
C -1.798482 2.861603 -0.130489  0.191
C -0.999644 3.644482 0.700493  -0.254
C 0.367208 3.668481 0.530942  -0.237
C 0.971561 2.923863 -0.483771  0.292
O 2.327101 2.988041 -0.547395  -0.507
C 3.004877 2.032069 -1.346056  -0.102
C 4.479890 2.002789 -0.891485  -0.225
N 5.135832 0.723050 -0.953703  -0.439
C 5.159987 0.062218 -2.243764  -0.220
C 5.782634 -1.285170 -1.898485  -0.400
C 5.115913 -1.629207 -0.561796  -0.424
C 4.707974 -0.268381 0.025306  -0.224
C 0.166812 2.191001 -1.350691  -0.254
C -1.202167 2.154379 -1.166548  -0.242
N -3.649952 0.656819 -0.526344  -0.566
C -4.568728 -0.261583 -0.783141  0.447
N -4.188808 -1.554108 -1.043806  -0.590
C -2.994025 -2.213533 -0.825819  0.248
C -3.014484 -3.611370 -0.904468  -0.252
C -1.875529 -4.355208 -0.670671  -0.187
C -0.689695 -3.717956 -0.343888  -0.217
C -0.670576 -2.338242 -0.281840  -0.297
S 0.898290 -1.592934 0.144755  2.337
O 0.971794 -0.257517 -0.380984  -0.957
O 1.938642 -2.510183 -0.237598  -0.958
N 0.874209 -1.620118 1.809003  -0.887
C 0.595402 -0.450175 2.641512  0.116
C 0.455188 -0.952222 4.082580  -0.605
C -0.717261 0.172226 2.173509  -0.627
C 1.726563 0.577662 2.546192  -0.622
C -1.790213 -1.571600 -0.527191  -0.272
H -6.875935 -1.355227 -2.132213  0.212
H -7.008111 -1.790497 -0.417742  0.211
H -7.988077 -0.483704 -1.078649  0.231
H -7.290988 1.669186 -0.365380  0.190
H -3.599111 3.692040 0.452410  0.411
H -1.456506 4.225277 1.488938  0.210
H 0.996044 4.256443 1.180908  0.223
H 2.927790 2.306113 -2.406581  0.168
H 2.547893 1.047495 -1.199383  0.207
H 5.064107 2.706515 -1.492140  0.193
H 4.510278 2.342334 0.147356  0.208
H 4.153874 -0.085337 -2.668503  0.158
H 5.757782 0.646426 -2.947138  0.197
H 6.857741 -1.162785 -1.765120  0.201
H 5.604159 -2.039033 -2.662531  0.207
H 4.225649 -2.237672 -0.717876  0.231
H 5.792962 -2.171449 0.096409  0.205
H 3.623251 -0.252787 0.196857  0.174
H 5.208892 -0.052844 0.974723  0.188
H 0.597158 1.635921 -2.166406  0.227
H -1.817762 1.577009 -1.836863  0.229
H -4.961546 -2.168626 -1.258551  0.398
H -3.940106 -4.114019 -1.150438  0.207
H -1.913945 -5.431719 -0.738094  0.221
H 0.221221 -4.261481 -0.158500  0.243
H 1.665939 -2.154269 2.132429  0.411
H -0.324263 -1.707440 4.140870  0.217
H 1.389001 -1.389781 4.428732  0.204
H 0.195602 -0.126808 4.739625  0.217
H -1.000116 0.982780 2.839993  0.217
H -0.599112 0.576648 1.173842  0.232
H -1.509024 -0.572909 2.168058  0.213
H 1.809340 0.937019 1.525006  0.232
H 1.520895 1.424513 3.195794  0.211
H 2.674837 0.131499 2.841214  0.203
H -1.745725 -0.497125 -0.490575  0.284

Forces on atoms 1 to 2 (eV/Å):
0.1875 0.0976 0.0657
-0.0373 0.0668 0.0204

The electronic energy is -54502.4725 eV. The net charge is 0. As for the HOMO energy: -7.40 eV. Its structure (SMILES) is Cc1cnc(Nc2ccc(OCCN3CCCC3)cc2)nc1Nc1cccc(S(=O)(=O)NC(C)(C)C)c1.

=====

Results for largest force on an atom: 4.6; 0.5; 0.5; 0.8; 4.7; 4.6; 0.7; 0.8 (in eV Å⁻¹, following the order of the records).